# C38H105N9O11

10 unconnected molecules or ions with the total composition C38H105N9O11 (the ωB97M-V functional and the def2-TZVPD basis, OMol25).

```
163
Properties=species:S:1:pos:R:3:forces:R:3
C 8.824 7.085 14.145 0.9 0.7 0.1
C 8.288 8.230 13.304 -0.2 0.7 0.1
C 9.431 9.041 12.695 -0.1 0.1 0.5
O 10.210 9.471 13.792 0.0 -0.9 0.1
C 11.479 9.950 13.451 -0.5 0.5 -0.4
N 7.486 7.772 12.199 -1.4 0.0 -1.4
H 8.034 6.472 14.529 -0.5 -0.4 0.2
H 9.424 7.474 14.984 -0.4 0.0 -0.2
H 9.523 6.497 13.559 -0.1 -0.3 -0.2
H 7.711 8.912 13.948 0.2 0.0 0.2
H 9.095 9.963 12.208 -0.4 -0.1 -0.4
H 9.921 8.420 11.913 0.3 0.2 0.7
H 12.074 9.218 12.914 0.2 -0.2 -0.1
H 11.957 10.237 14.371 0.4 0.1 0.2
H 11.322 10.832 12.825 0.5 0.2 -0.1
H 6.636 7.239 12.428 0.8 0.3 0.3
H 7.129 8.567 11.635 0.5 -0.7 0.5
C 19.356 14.853 16.146 -2.0 0.5 -0.2
C 18.577 15.193 17.447 -0.7 -0.1 -0.3
C 18.525 14.002 18.477 -0.4 0.9 -1.1
O 17.861 14.350 19.662 0.5 1.1 0.6
C 17.955 13.372 20.672 -0.4 0.1 0.2
N 18.981 16.543 17.950 -0.5 -1.5 -1.2
H 19.262 15.786 15.552 -0.1 -0.7 -0.1
H 18.805 14.019 15.640 0.6 0.7 0.2
H 20.398 14.632 16.172 0.8 -0.3 0.6
H 17.534 15.297 17.055 0.6 0.0 0.5
H 19.527 13.642 18.671 0.4 -0.3 0.2
H 17.866 13.232 18.092 0.5 -0.6 -0.9
H 17.285 12.526 20.440 0.5 0.0 0.0
H 17.547 13.871 21.552 0.2 -0.2 0.2
H 19.000 13.039 20.857 -0.6 0.2 -0.2
H 18.697 16.644 18.900 0.2 0.2 0.8
H 19.969 16.662 17.804 0.3 0.2 0.5
C 17.847 19.502 14.833 -0.1 -0.7 0.5
C 16.830 19.638 16.001 1.0 1.7 -0.2
C 15.637 20.529 15.666 -2.8 -0.8 0.7
O 15.942 21.877 15.754 0.6 1.6 -0.6
C 14.963 22.742 15.161 0.1 -1.1 1.0
N 16.438 18.412 16.642 -0.2 -2.0 -1.1
H 17.386 19.012 13.950 0.3 0.5 0.4
H 18.696 18.864 15.170 -0.5 0.3 -0.2
H 18.283 20.481 14.616 -0.3 -0.1 -0.4
H 17.362 20.263 16.747 -0.2 -0.4 0.0
H 14.803 20.394 16.419 0.8 -0.6 -0.3
H 15.074 20.299 14.727 0.9 -0.1 0.0
H 15.291 23.753 15.284 0.3 0.5 0.0
H 13.970 22.644 15.629 0.2 -0.2 0.1
H 14.860 22.495 14.126 -0.1 -0.1 -0.9
H 16.106 17.728 15.916 -0.4 1.1 0.5
H 17.286 17.886 16.855 0.4 0.4 0.6
C 12.390 18.524 15.600 0.9 -1.9 -0.9
C 11.311 18.732 16.582 -1.7 2.1 -0.2
C 10.761 17.501 17.288 0.2 1.2 0.2
O 10.234 16.581 16.377 -0.4 0.1 -0.4
C 9.097 15.927 16.880 0.2 -1.5 -0.6
N 11.592 19.810 17.526 2.2 -0.9 -0.1
H 13.244 17.925 15.957 0.0 0.4 0.1
H 12.718 19.455 15.167 0.2 0.3 0.0
H 11.960 17.909 14.786 0.3 0.2 0.2
H 10.572 19.218 15.903 -0.5 -0.7 0.7
H 10.003 17.868 17.999 -0.1 -0.2 -0.2
H 11.578 17.133 17.912 -0.1 -0.6 -0.1
H 8.330 16.554 17.302 -0.1 0.7 0.2
H 9.431 15.225 17.641 -0.2 -0.3 0.4
H 8.610 15.330 16.078 0.5 0.4 0.3
H 12.337 19.600 18.205 -0.9 0.4 -0.3
H 10.834 20.362 17.835 -0.6 0.2 0.6
C 16.418 9.174 16.079 0.4 0.3 -0.3
C 15.215 10.121 16.057 -0.4 -0.7 1.1
C 15.487 11.451 16.871 -1.0 -1.7 -1.6
O 15.972 11.277 18.153 0.6 0.0 -0.1
C 15.161 10.515 18.981 -0.5 0.4 0.8
N 14.755 10.367 14.675 -1.1 -0.2 1.7
H 16.920 9.182 17.033 -0.2 -0.1 0.7
H 17.208 9.570 15.459 0.3 0.1 -0.7
H 16.246 8.122 15.801 -0.3 0.5 0.0
H 14.452 9.549 16.633 -0.1 0.6 -0.6
H 14.520 11.970 16.807 0.1 0.4 0.4
H 16.226 11.983 16.324 0.7 0.8 -0.4
H 15.519 10.748 19.970 0.4 -0.7 0.6
H 15.065 9.448 18.754 0.5 0.1 0.1
H 14.165 10.920 19.025 -0.9 0.2 -0.4
H 15.562 10.559 14.167 1.6 0.4 -1.4
H 14.170 11.200 14.584 0.0 -0.1 0.3
C 14.099 17.568 12.598 -0.9 -0.6 2.0
C 15.421 17.683 11.985 0.3 -1.5 0.2
C 16.369 16.547 12.265 0.9 -1.0 -0.7
O 15.933 15.400 11.514 0.0 -0.4 0.0
C 16.988 14.532 11.138 0.2 1.1 0.8
N 15.227 17.800 10.581 0.1 1.3 -1.4
H 14.147 17.484 13.697 0.2 0.1 -0.3
H 13.568 16.688 12.265 -0.4 0.0 -0.3
H 13.588 18.476 12.366 -0.8 0.4 -0.2
H 15.881 18.517 12.456 0.6 1.3 -0.2
H 16.453 16.238 13.305 0.1 0.3 0.3
H 17.369 16.857 11.873 -0.4 -0.2 0.3
H 17.674 14.388 11.962 0.1 -0.3 0.5
H 17.590 14.981 10.373 0.3 0.4 -0.8
H 16.646 13.586 10.790 -0.7 -0.6 -0.2
H 14.822 16.985 10.147 -0.4 -0.3 0.5
H 16.116 17.852 10.129 0.8 0.4 -0.5
C 12.915 14.650 9.078 0.4 -1.4 -0.3
C 12.435 13.829 10.285 1.1 0.3 0.5
C 12.851 12.344 10.223 -0.1 0.2 -1.1
O 12.338 11.864 8.980 0.3 -0.8 0.0
C 12.093 10.450 8.935 0.4 0.6 1.2
N 12.904 14.524 11.515 -1.2 -1.0 -0.1
H 12.605 15.669 9.223 -0.1 0.5 -0.1
H 12.608 14.243 8.091 -0.2 0.3 0.7
H 14.010 14.592 9.049 0.0 0.3 0.1
H 11.354 13.824 10.304 -0.5 0.1 0.0
H 12.380 11.674 10.937 0.1 0.5 1.0
H 13.957 12.257 10.289 -0.4 -0.1 -0.1
H 11.274 10.129 9.627 0.5 0.4 -0.3
H 12.995 9.827 9.144 -0.4 0.5 -0.1
H 11.776 10.312 7.938 -0.4 -0.6 -1.1
H 13.867 14.818 11.553 0.4 -0.2 -0.6
H 12.763 13.881 12.288 0.1 0.3 0.3
C 13.538 14.414 18.861 0.7 1.4 -0.3
C 14.043 15.878 18.661 -1.0 -0.9 0.6
C 13.863 16.748 19.912 -1.0 -0.4 0.3
O 12.441 16.921 19.987 -0.2 0.1 0.4
C 11.979 17.963 20.805 1.2 0.4 1.3
N 15.406 15.823 18.265 2.0 0.1 0.0
H 14.125 13.950 19.659 -0.1 -0.1 -0.1
H 13.674 13.900 17.916 0.2 -0.3 -0.1
H 12.495 14.422 19.092 -0.7 -0.1 0.4
H 13.438 16.361 17.843 0.6 -0.4 0.7
H 14.272 17.717 19.676 0.6 0.5 0.1
H 14.335 16.349 20.889 -0.7 0.4 -1.4
H 10.932 18.153 20.747 -0.9 -0.3 -0.9
H 12.488 18.936 20.672 0.1 -0.4 -0.4
H 12.108 17.735 21.869 0.3 -0.2 0.1
H 16.018 15.233 18.870 -0.8 0.5 -0.5
H 15.797 16.772 18.279 0.0 -0.3 -0.2
C 11.036 11.069 17.016 0.0 -0.7 0.3
C 9.890 12.038 16.877 -0.9 -1.9 -0.1
C 9.256 12.241 15.549 -1.1 0.5 -0.9
O 10.196 12.848 14.720 -0.3 0.9 -2.0
C 9.680 13.080 13.371 1.0 0.1 0.6
N 8.791 11.627 17.736 0.3 0.9 2.4
H 11.916 11.271 16.426 0.2 0.1 -0.5
H 10.686 10.027 16.858 0.3 0.5 0.0
H 11.354 11.184 18.054 0.1 -0.3 0.1
H 10.230 12.970 17.217 0.4 1.6 0.4
H 8.378 12.911 15.685 0.4 -0.1 0.1
H 8.831 11.356 15.038 0.5 -0.2 0.5
H 10.476 13.561 12.787 -0.1 -0.1 0.3
H 8.785 13.720 13.296 0.2 -0.2 0.6
H 9.486 12.106 12.945 -0.3 -0.3 -0.3
H 9.142 11.665 18.721 -0.6 0.0 -1.1
H 8.546 10.666 17.608 -0.1 -0.7 -0.4
C 14.754 14.711 14.917 1.5 1.5 2.0
C 13.274 14.735 15.026 -0.9 0.0 -1.0
O 12.793 13.478 14.532 0.3 0.1 0.4
O 15.291 16.008 15.441 -0.8 -1.4 -3.6
H 15.127 14.607 13.917 -0.1 -0.1 -0.6
H 15.180 13.917 15.544 0.0 0.0 -0.2
H 12.948 15.563 14.395 -0.4 0.0 -0.2
H 12.872 14.961 16.017 0.4 -0.2 0.2
H 11.903 13.316 14.888 -0.1 0.0 -0.3
H 15.309 15.865 16.354 0.2 -0.2 3.0
```
Positions in Å, forces in eV/Å.

Values from the calculation:
- E_tot (eV) = -77035.858
- LUMO level (Ha) = 0.02018
- HOMO (Eh) = -0.3153
- orbital gap (eV) = 9.13
- energy relative to the best compared isomer or geometry (same formula, charge and spin) (kcal per mole) = 40.3
- structure (SMILES) = COC[C@H](C)N.COC[C@H](C)N.COC[C@H](C)N.COC[C@H](C)N.COC[C@H](C)N.COC[C@H](C)N.COC[C@H](C)N.COC[C@H](C)N.COC[C@H](C)N.OCCO